Here is C27H18F3N6O2RuS2 as an isolated structure from the OMol25 dataset. Energies are from ωB97M-V with the def2-TZVPD basis set.

Last column: Mulliken spin population.
Atoms and positions in Å:
C -2.783 2.160 1.814  0.02
C -1.650 -5.091 -4.301  0.00
C 4.009 2.226 2.896  0.00
C 2.518 -1.686 -1.433  0.00
C -3.038 1.415 0.713  0.02
N -0.515 -3.331 -0.649  0.00
C 3.016 1.324 2.094  0.00
C -0.022 4.791 -1.201  0.00
N 0.514 -5.177 2.293  0.00
S -1.200 2.206 2.522  0.19
H -0.846 -1.504 -1.534  0.00
C 1.023 2.252 -1.458  -0.02
O 3.480 0.324 1.563  0.00
C 0.532 -4.163 2.854  0.00
N -1.953 -5.579 -5.297  0.00
H 2.438 0.977 -3.500  0.00
H -0.266 -5.225 0.092  0.00
C -3.846 2.977 2.512  0.00
H 1.601 -1.657 0.510  0.00
H -5.112 2.004 0.521  0.00
H -3.429 3.433 3.411  0.00
C 1.803 -1.114 -0.399  -0.01
H -4.797 0.303 0.153  0.00
S -1.792 0.443 -0.006  0.19
H 3.296 -1.342 -3.410  0.00
H -4.703 2.366 2.812  0.00
N 0.247 -0.733 2.299  -0.01
H -1.526 -2.454 -3.731  0.00
C -1.249 -3.103 -2.913  0.00
C 1.215 3.190 -2.473  0.00
C 2.264 0.365 -2.627  -0.01
F 4.160 3.435 2.308  0.00
C 1.556 0.886 -1.544  0.00
H -4.221 3.784 1.874  0.00
H 2.882 -2.699 -1.334  0.00
Ru 0.122 1.043 1.062  0.61
C -0.209 3.858 -0.194  -0.03
O 1.854 1.806 2.122  0.00
N 1.317 0.125 -0.459  -0.01
C 0.383 -1.729 2.865  0.01
C -4.395 1.318 0.068  0.00
C 0.693 4.465 -2.351  0.00
H 1.777 2.935 -3.365  0.00
H -0.436 5.789 -1.092  0.00
H 0.843 5.196 -3.138  0.00
H -4.331 1.549 -0.999  0.00
F 5.242 1.696 2.993  0.00
C 2.744 -0.930 -2.573  0.00
C -1.266 -4.485 -3.052  0.00
H -0.920 -6.361 -2.048  0.00
C 0.736 -2.962 4.954  0.00
F 3.592 2.459 4.156  0.00
C -0.543 -4.654 -0.789  0.00
H -0.770 4.136 0.689  0.00
C -0.909 -5.283 -1.970  0.00
C 0.545 -2.941 3.555  0.00
C 0.307 2.556 -0.280  0.05
C -0.863 -2.577 -1.688  -0.01
N 0.882 -3.009 6.101  0.00

Computed properties:
2S+1: 2
Net charge: -2
Electronic energy, eV: -73735.73497
Energy above the lowest of the compared OMol25 structures with the same formula, charge and spin, eV: 0.0000
Gap between HOMO and LUMO (spin up / spin down), eV: 5.2072 / 5.7362

***

Here is C27H18F6IrN4O5S4 as an isolated structure from the OMol25 dataset. Energies are from ωB97M-V with the def2-TZVPD basis set.

Last column: Mulliken charge in e.
Atoms and positions in Å:
C -6.464 -3.399 -0.665  0.58
C -4.904 -1.854 0.308  -0.52
C -7.730 -3.659 -1.292  0.04
C -4.371 -4.203 0.195  -0.42
O 3.041 0.507 -0.891  -0.70
C 1.462 3.848 -0.062  0.06
C -4.017 -2.904 0.570  0.74
C -5.583 -4.451 -0.419  -0.68
O -0.939 -0.047 -2.377  -0.81
H 2.060 -5.266 0.372  0.40
S -1.644 1.734 0.249  -0.53
C 3.702 4.230 0.723  -0.64
C 0.620 -2.499 1.635  1.23
F 0.321 2.352 -5.015  -0.24
C 1.510 -0.201 2.020  0.69
H 3.484 0.243 2.639  0.38
S 2.131 -0.176 -1.755  1.11
H 2.377 -0.044 3.983  0.30
H 4.766 4.040 0.654  0.40
C 1.966 -4.255 0.746  -0.50
C 0.957 4.697 0.917  0.49
C 3.207 5.085 1.702  -0.51
C 3.076 -3.426 0.812  -0.85
C 2.937 -2.121 1.259  -0.59
H -3.684 -5.014 0.391  0.45
N 0.508 0.441 1.503  0.72
C 3.258 -1.194 -2.812  0.43
F -1.718 1.716 -4.660  -0.22
H 2.289 1.479 3.072  0.42
F 2.589 -2.079 -3.542  -0.20
H -5.856 -5.456 -0.710  0.43
F 3.965 -0.412 -3.630  -0.22
H 3.884 5.568 2.395  0.36
H 0.781 3.335 -0.730  0.31
C 1.844 5.309 1.800  -0.43
F -0.653 2.831 -3.142  -0.17
O 1.253 -1.244 -1.232  -0.89
S -1.211 3.822 2.386  -0.18
H 1.454 5.953 2.581  0.37
C -0.528 1.913 -4.090  0.64
C 2.466 0.412 2.993  -1.59
H 4.044 -3.780 0.483  0.41
Ir -0.287 0.064 -0.283  1.24
C -0.526 4.888 1.068  -1.22
C -1.687 -2.380 1.665  -0.09
H -1.051 4.661 0.142  0.35
S 0.052 0.308 -3.400  1.11
C -6.119 -2.098 -0.302  -0.67
O 0.187 -0.566 -4.521  -0.60
C -2.766 -2.633 1.205  -0.26
H -4.615 -0.848 0.580  0.49
N 1.417 0.807 -2.753  -0.46
H -0.146 -4.430 1.170  0.45
O -0.569 -2.064 2.237  -0.41
H 3.795 -1.463 1.239  0.25
N -8.744 -3.867 -1.793  -0.52
C -0.787 2.263 1.627  0.21
N 0.205 1.643 2.165  -0.99
C 0.731 -3.796 1.177  -0.73
C 1.696 -1.613 1.631  0.12
H -6.803 -1.286 -0.506  0.44
C 2.827 3.609 -0.154  -0.45
F 4.114 -1.857 -2.026  -0.19
H 3.195 2.917 -0.900  0.41
H -0.769 5.909 1.367  0.50

Computed properties:
Net charge: -1
Electronic energy, eV: -106972.55264
Energy above the lowest of the compared OMol25 structures with the same formula, charge and spin, eV: 1.8322
Gap between HOMO and LUMO (spin up / spin down), eV: 6.2525 / 6.2532

***

Here is C27H18N7PdS as an isolated structure from the OMol25 dataset. Energies are from ωB97M-V with the def2-TZVPD basis set.

Last column: Mulliken charge in e.
Atoms and positions in Å:
C 0.591 -2.206 -2.959  -0.29
C -2.174 0.912 -5.430  -0.39
C 4.466 -1.188 5.140  -0.43
H 2.882 -1.791 1.571  0.33
C -2.626 0.006 -3.187  0.79
C 2.257 0.118 2.361  1.32
H -4.362 -2.137 1.328  0.41
C 1.520 -1.717 -0.916  0.13
C -1.110 1.052 -4.587  -0.78
C -4.058 -1.711 0.382  -0.94
H 0.033 3.693 2.159  0.44
N 4.419 -0.236 6.067  -0.58
C 2.958 0.989 4.618  -0.55
H -0.040 -1.891 -3.779  0.49
C 1.623 -0.741 0.206  -0.70
H 2.382 1.894 4.490  0.29
C -4.483 -1.135 -1.901  -1.11
N 0.742 -1.351 -1.959  -0.05
C 2.313 -0.891 1.396  0.25
S -3.495 0.149 -4.671  -0.22
C 0.805 1.338 0.882  -0.69
N 0.921 0.364 -0.011  -0.40
H -5.911 -2.103 -0.633  0.42
C 1.473 1.243 2.090  0.25
H -5.132 -1.106 -2.768  0.37
N -2.373 -0.632 -0.921  0.29
H -1.977 3.028 -2.180  0.49
C 2.141 -2.953 -0.927  0.01
H 5.079 -2.052 5.369  0.38
C -0.418 3.542 1.185  0.01
C 3.672 0.830 5.797  -0.44
H -2.087 -1.159 1.045  0.43
C 3.005 -0.006 3.648  0.74
H 2.773 -3.261 -0.104  0.44
H 3.893 -1.943 3.241  0.29
N 1.997 -3.816 -1.929  -0.59
H -2.522 5.046 -0.762  0.40
C 1.224 -3.444 -2.936  -0.46
Pd -0.193 0.460 -1.655  0.11
C -1.825 4.293 -0.420  -0.46
C -1.532 3.184 -1.206  -0.29
H 1.099 -4.145 -3.752  0.40
C -0.111 2.424 0.431  0.13
N -1.270 4.474 0.769  -0.59
C -4.914 -1.689 -0.711  -0.38
C -1.358 0.531 -3.283  0.17
H -2.251 1.218 -6.462  0.47
N -0.680 2.262 -0.784  -0.05
H 3.642 1.600 6.558  0.38
C -2.796 -1.168 0.222  -0.22
H 1.375 2.036 2.815  0.33
C 3.788 -1.119 3.932  -0.57
C -3.195 -0.608 -1.978  0.79
H -0.181 1.513 -4.891  0.41

Computed properties:
Net charge: +1
Electronic energy, eV: -53031.57942
Energy above the lowest of the compared OMol25 structures with the same formula, charge and spin, eV: 0.0000
Gap between HOMO and LUMO, eV: 6.4985